--- a ---
Molecular formula: C19H21NO4
Method: DFT, ωB97M-V/def2-TZVPD

Each atom is followed by the atoms it is bonded to, with distances in Å.
CARTESIAN COORDINATES (ANGSTROEM)
1 C 1.55551 4.09222 -2.94474  C2 1.319, H25 1.076, H26 1.077
2 C 1.54895 3.54531 -1.74499  C1 1.319, C3 1.499, H27 1.083
3 C 2.48810 2.46385 -1.30318  C2 1.499, O4 1.418, H28 1.094, H29 1.098
4 O 1.87204 1.52135 -0.44138  C3 1.418, C5 1.372
5 C 0.68172 0.94298 -0.80177  O4 1.372, C6 1.398, C21 1.407
6 C -0.17306 0.64512 0.26391  C5 1.398, C7 1.515, C18 1.385
7 C 0.30081 1.00432 1.65711  C6 1.515, N8 1.438, H30 1.094, H31 1.095
8 N -0.67446 0.85957 2.70370  C7 1.438, C9 1.371, H32 1.009
9 C -1.07640 -0.34340 3.22463  N8 1.371, C10 1.402, C17 1.395
10 C -2.17419 -0.37407 4.09664  C9 1.402, C11 1.380, H33 1.082
11 C -2.57773 -1.54953 4.69664  C10 1.380, C12 1.384, H34 1.080
12 C -1.90749 -2.73445 4.44969  C11 1.384, C13 1.393, H35 1.077
13 C -0.82022 -2.72166 3.57935  C12 1.393, C14 1.476, C17 1.390
14 C -0.06946 -3.95294 3.26578  C13 1.476, O15 1.208, O16 1.346
15 O 0.87770 -4.01641 2.51942  C14 1.208
16 O -0.53525 -5.04508 3.89929  C14 1.346, H36 0.970
17 C -0.40926 -1.54170 2.96969  C9 1.395, C13 1.390, H37 1.078
18 C -1.39805 0.04314 0.02878  C6 1.385, C19 1.380, H38 1.079
19 C -1.78163 -0.25467 -1.26309  C18 1.380, C20 1.383, H39 1.079
20 C -0.93684 0.01881 -2.32277  C19 1.383, C21 1.390, H40 1.078
21 C 0.30822 0.60023 -2.11393  C5 1.407, C20 1.390, O22 1.369
22 O 1.20878 0.86703 -3.10936  C21 1.369, C23 1.412
23 C 0.90544 0.54133 -4.44906  O22 1.412, C24 1.526, H41 1.094, H42 1.097
24 C 1.11177 -0.93896 -4.75854  C23 1.526, H43 1.087, H44 1.087, H45 1.087
25 H 0.87130 4.87738 -3.21714  C1 1.076
26 H 2.25397 3.77903 -3.70248  C1 1.077
27 H 0.83746 3.86096 -0.99248  C2 1.083
28 H 2.94800 1.97484 -2.16718  C3 1.094
29 H 3.28113 2.89729 -0.68033  C3 1.098
30 H 1.17769 0.39658 1.89870  C7 1.094
31 H 0.63770 2.04596 1.65200  C7 1.095
32 H -1.35863 1.59854 2.75980  N8 1.009
33 H -2.70831 0.54476 4.29756  C10 1.082
34 H -3.42736 -1.54109 5.36358  C11 1.080
35 H -2.21732 -3.65610 4.91356  C12 1.077
36 H 0.00237 -5.81284 3.65125  O16 0.970
37 H 0.42556 -1.58885 2.28992  C17 1.078
38 H -2.05357 -0.19255 0.85240  C18 1.079
39 H -2.73945 -0.71451 -1.45255  C19 1.079
40 H -1.25720 -0.23987 -3.31873  C20 1.078
41 H 1.60929 1.13985 -5.03573  C23 1.094
42 H -0.11076 0.86230 -4.70785  C23 1.097
43 H 2.13726 -1.22133 -4.53408  C24 1.087
44 H 0.91651 -1.12333 -5.81152  C24 1.087
45 H 0.44935 -1.55939 -4.16054  C24 1.087

Values from the calculation:
- E_HOMO: -7.88 eV
- Kohn-Sham gap: 0.3145 Ha
- SMILES string: C=CCOc1c(CNc2cccc(C(=O)O)c2)cccc1OCC

=====

--- b ---
Molecular formula: C19H21NO4
Method: DFT, ωB97M-V/def2-TZVPD

Each atom is followed by the atoms it is bonded to, with distances in Å.
CARTESIAN COORDINATES (ANGSTROEM)
1 C -5.05546 -1.27167 0.47339  O2 1.407, H25 1.095, H26 1.095, H27 1.089
2 O -4.35714 -0.19963 -0.11144  C1 1.407, C3 1.364
3 C -3.08291 0.04691 0.30978  O2 1.364, C4 1.385, C24 1.398
4 C -2.40504 -0.67371 1.27940  C3 1.385, C5 1.386, H28 1.077
5 C -1.10495 -0.32791 1.61467  C4 1.386, C6 1.382, H29 1.076
6 C -0.46542 0.72441 0.98754  C5 1.382, N7 1.399, C21 1.409
7 N 0.85743 1.09864 1.24936  C6 1.399, C8 1.359, H30 1.010
8 C 1.84461 0.32444 1.77206  N7 1.359, O9 1.212, C10 1.521
9 O 1.65151 -0.72791 2.34204  C8 1.212
10 C 3.24395 0.89938 1.61216  C8 1.521, C11 1.536, H31 1.094, H32 1.092
11 C 3.55773 1.59613 0.28022  C10 1.536, C12 1.540, H33 1.091, H34 1.093
12 C 2.95604 0.90899 -0.95956  C11 1.540, C13 1.521, H35 1.093, H36 1.087
13 C 3.05878 -0.60490 -0.85372  C12 1.521, O14 1.210, C15 1.485
14 O 4.12712 -1.15773 -0.72494  C13 1.210
15 C 1.77957 -1.35843 -0.86500  C13 1.485, C16 1.394, C20 1.393
16 C 1.69798 -2.50881 -0.08210  C15 1.394, C17 1.381, H37 1.079
17 C 0.51868 -3.22339 -0.00945  C16 1.381, C18 1.385, H38 1.079
18 C -0.58419 -2.81508 -0.74063  C17 1.385, C19 1.385, H39 1.080
19 C -0.50186 -1.69509 -1.55110  C18 1.385, C20 1.382, H40 1.080
20 C 0.66891 -0.96309 -1.60790  C15 1.393, C19 1.382, H41 1.080
21 C -1.15419 1.45833 0.00167  C6 1.409, O22 1.375, C24 1.378
22 O -0.44103 2.47600 -0.58574  C21 1.375, C23 1.407
23 C -1.08738 3.26640 -1.55425  O22 1.407, H42 1.094, H43 1.094, H44 1.089
24 C -2.45049 1.12058 -0.32356  C3 1.398, C21 1.378, H45 1.077
25 H -4.54905 -2.22561 0.29488  C1 1.095
26 H -5.18627 -1.12664 1.55037  C1 1.095
27 H -6.03156 -1.28600 -0.00915  C1 1.089
28 H -2.86609 -1.50507 1.78601  C4 1.077
29 H -0.57037 -0.89392 2.35783  C5 1.076
30 H 1.11881 1.96770 0.80656  N7 1.010
31 H 3.41735 1.59917 2.43443  C10 1.094
32 H 3.92600 0.05927 1.75508  C10 1.092
33 H 4.64403 1.61642 0.17888  C11 1.091
34 H 3.21426 2.63399 0.29840  C11 1.093
35 H 3.52577 1.22417 -1.83747  C12 1.093
36 H 1.92026 1.21120 -1.09504  C12 1.087
37 H 2.56451 -2.81150 0.48493  C16 1.079
38 H 0.45948 -4.09945 0.61839  C17 1.079
39 H -1.50717 -3.37357 -0.68705  C18 1.080
40 H -1.35718 -1.38546 -2.13346  C19 1.080
41 H 0.72347 -0.10371 -2.26023  C20 1.080
42 H -1.38886 2.67013 -2.42077  C23 1.094
43 H -1.96354 3.77174 -1.13798  C23 1.094
44 H -0.35471 4.01013 -1.86496  C23 1.089
45 H -3.01145 1.65416 -1.07252  C24 1.077

Values from the calculation:
- E_HOMO: -7.88 eV
- Kohn-Sham gap: 0.3059 Ha
- SMILES string: COc1ccc(NC(=O)CCCC(=O)c2ccccc2)c(OC)c1

=====

Tell me which of them is the most stable. Sure, it is b.

=====

--- a ---
Molecular formula: C6H8N2O
Method: DFT, ωB97M-V/def2-TZVPD

Each atom is followed by the atoms it is bonded to, with distances in Å.
CARTESIAN COORDINATES (ANGSTROEM)
1 C -0.87222 -2.07716 0.45650  C2 1.504, H10 1.059, H11 1.046, H12 1.043
2 C -0.87588 -0.60261 0.15861  C1 1.504, C3 1.453, C5 1.438
3 C -2.21493 -0.13103 -0.15147  C2 1.453, N4 1.114
4 N -3.28878 0.12897 -0.29760  C3 1.114
5 C 0.12891 0.36456 -0.19134  C2 1.438, C6 1.466, C7 1.492
6 C -0.30636 1.75078 -0.38565  C5 1.466, H13 1.124, H14 1.100, H15 1.111
7 C 1.47693 -0.26137 -0.06384  C5 1.492, N8 1.351, O9 1.219
8 N 2.43418 0.68542 0.04271  C7 1.351, H16 1.074, H17 1.008
9 O 1.71414 -1.45391 0.01661  C7 1.219
10 H -0.46566 -2.48115 -0.43440  C1 1.059
11 H -0.05730 -2.30872 1.07044  C1 1.046
12 H -1.85045 -2.38508 0.64459  C1 1.043
13 H 0.44640 2.45530 0.06112  C6 1.124
14 H -1.22871 2.05699 0.12908  C6 1.100
15 H -0.53692 2.06106 -1.42694  C6 1.111
16 H 2.07463 1.68207 0.21968  N8 1.074
17 H 3.42198 0.51588 0.15191  N8 1.008

Values from the calculation:
- E_HOMO: -9.56 eV
- Kohn-Sham gap: 0.3437 Ha
- SMILES string: C/C(C#N)=C(/C)C(N)=O

=====

--- b ---
Molecular formula: C6H8N2O
Method: DFT, ωB97M-V/def2-TZVPD

Each atom is followed by the atoms it is bonded to, with distances in Å.
CARTESIAN COORDINATES (ANGSTROEM)
1 C 0.12830 1.83620 0.33448  C2 1.475, H10 1.084, H11 1.098, H12 1.093
2 C 0.72865 0.53141 0.00008  C1 1.475, O3 1.370, C6 1.429
3 O 2.08550 0.56409 -0.18686  C2 1.370, C4 1.419
4 C 2.49324 -0.78639 -0.34465  O3 1.419, C5 1.347, H13 1.104
5 C 1.41482 -1.57159 -0.15780  C4 1.347, C6 1.423, H14 1.084
6 C 0.23118 -0.80718 0.04434  C2 1.429, C5 1.423, C7 1.459
7 C -1.07659 -1.22855 0.53390  C6 1.459, N8 1.302, H15 1.055
8 N -2.27168 -0.86979 0.16263  C7 1.302, N9 1.393
9 N -2.52185 0.08035 -0.82468  N8 1.393, H16 1.010, H17 1.043
10 H 0.15507 2.39892 -0.59163  C1 1.084
11 H -0.81882 1.83390 0.88967  C1 1.098
12 H 0.70880 2.36755 1.09317  C1 1.093
13 H 3.56414 -1.01354 -0.48997  C4 1.104
14 H 1.52613 -2.65013 -0.17836  C5 1.084
15 H -1.02799 -1.99465 1.25725  C7 1.055
16 H -3.44992 0.42136 -0.61970  N9 1.010
17 H -1.86898 0.88804 -0.92189  N9 1.043

Values from the calculation:
- E_HOMO: -8.25 eV
- Kohn-Sham gap: 0.3362 Ha
- SMILES string: Cc1occc1/C=N\N

=====

Tell me which of them is the most stable. Sure, it is a.